# C36H58AsN7O3PRbS3Si3

C36H58AsN7O3PRbS3Si3 as an isolated structure (ωB97M-V/def2-TZVPD, OMol25).

Values from the calculation:
* spin multiplicity: 2
* highest occupied orbital energy (spin up / spin down): -0.0637 / -0.1767 Eh
* relative energy (zero: lowest compared OMol25 entry of this formula, charge and spin): 0.861 eV
* HOMO-LUMO gap (spin up / spin down): 3.06 / 6.13 eV
* net charge: -1
* calculated total energy: -181778.2541 eV
* max |F|: 0.9 eV Å⁻¹

XYZ file:
```
113
Properties=species:S:1:pos:R:3:lowdin_spin:R:1
Rb -0.7497 0.9293 -0.7710 0.002
C -2.6758 6.1948 2.6921 0.000
C -1.2333 6.0891 2.2259 0.000
O -1.1540 5.7088 0.8549 0.000
P -1.2693 4.1691 0.3174 0.000
S -2.7418 4.0492 -0.9692 0.000
S -1.1367 2.9235 1.8533 0.001
O 0.1117 4.0914 -0.5647 0.000
C 1.3571 4.3043 0.1233 0.000
C 2.4316 4.5999 -0.9035 0.001
H -2.7174 6.5022 3.7390 0.000
H -3.1551 5.2206 2.5958 0.000
H -3.2145 6.9148 2.0748 0.000
H -0.6866 5.3770 2.8475 0.000
H -0.7394 7.0616 2.2852 0.000
H 1.6069 3.4156 0.7072 0.000
H 1.2529 5.1444 0.8133 0.000
H 2.3953 3.8529 -1.6983 0.000
H 3.4152 4.5673 -0.4352 0.000
H 2.2700 5.5858 -1.3423 0.000
S -0.9901 -3.3144 -7.1556 0.000
C -0.7780 -2.2136 -5.7650 0.000
C -0.8029 -2.7037 -4.4663 0.000
C -0.6289 -1.8140 -3.4214 0.000
N -0.4441 -0.5031 -3.5893 0.000
C -0.4115 -0.0464 -4.8406 0.000
C -0.5730 -0.8520 -5.9546 0.000
C 0.7081 -3.8708 -7.2363 0.000
C 1.6889 -3.0820 -7.8237 0.000
C 2.9968 -3.5359 -7.8017 0.000
N 3.3719 -4.6918 -7.2575 0.000
C 2.4190 -5.4418 -6.7106 0.000
C 1.0811 -5.0840 -6.6732 0.000
H -0.9604 -3.7574 -4.2790 0.000
H -0.6402 -2.1584 -2.3905 0.000
H -0.2569 1.0211 -4.9529 0.000
H -0.5494 -0.4318 -6.9507 0.000
H 1.4318 -2.1378 -8.2838 0.000
H 3.7918 -2.9459 -8.2448 0.000
H 2.7508 -6.3787 -6.2757 0.000
H 0.3401 -5.7276 -6.2193 0.000
N 5.1220 4.1905 4.0386 0.045
C 6.3320 4.8150 4.2335 0.004
C 6.8058 5.6684 5.2142 0.016
C 8.1274 6.0982 5.1045 0.040
C 8.9323 5.6836 4.0448 0.008
C 8.4563 4.8297 3.0574 0.042
C 7.1380 4.3813 3.1497 -0.003
N 6.4377 3.5307 2.3388 0.108
C 5.2220 3.4160 2.8825 0.090
C 4.1711 2.5960 2.4067 0.177
C 4.3201 1.8509 1.2013 0.074
C 3.2877 1.0708 0.7591 0.053
N 2.0901 0.9398 1.3883 0.186
C 1.9595 1.6284 2.5448 0.043
C 2.9255 2.4385 3.0839 0.089
H 4.2990 4.2957 4.5985 0.002
H 6.1727 5.9911 6.0328 0.000
H 8.5343 6.7633 5.8568 0.003
H 9.9547 6.0408 3.9934 -0.001
H 9.0802 4.5117 2.2318 0.002
H 5.2538 1.9233 0.6605 0.005
H 3.3883 0.5012 -0.1627 0.002
H 1.0039 1.5283 3.0484 0.001
H 2.7202 2.9460 4.0195 0.008
C -4.1873 -2.3765 -2.8714 0.000
Si -4.7077 -1.9100 -1.1081 0.000
C -6.1914 -3.0263 -0.7021 0.000
C -5.3801 -0.1389 -1.1474 0.000
As -2.7524 -1.8638 0.2130 0.000
Si -3.7580 -1.3495 2.2903 0.000
C -4.1026 0.5026 2.2887 0.000
C -2.5439 -1.7048 3.7027 0.000
C -5.3762 -2.2527 2.7183 0.000
Si -2.3194 -4.1623 0.4644 0.000
C -3.8159 -5.3365 0.5449 0.000
C -1.3239 -4.7496 -1.0389 0.000
C -1.3079 -4.5340 2.0278 0.000
H -5.0477 -2.3990 -3.5436 0.000
H -3.7146 -3.3624 -2.8984 0.000
H -3.4693 -1.6542 -3.2648 0.000
H -6.9844 -2.8530 -1.4334 0.000
H -6.5968 -2.8171 0.2885 0.000
H -5.9279 -4.0840 -0.7386 0.000
H -5.9915 0.0295 -2.0368 0.000
H -4.5730 0.5981 -1.1542 0.000
H -6.0039 0.0622 -0.2740 0.000
H -3.1868 1.0681 2.1000 0.000
H -4.4952 0.8283 3.2550 0.000
H -4.8254 0.7864 1.5211 0.000
H -1.5199 -1.4744 3.3998 0.000
H -2.5755 -2.7493 4.0177 0.000
H -2.7858 -1.0823 4.5664 0.000
H -6.2197 -1.8127 2.1823 0.000
H -5.5840 -2.1761 3.7876 0.000
H -5.3295 -3.3132 2.4610 0.000
H -4.2768 -5.4497 -0.4388 0.000
H -4.5815 -4.9769 1.2353 0.000
H -3.5012 -6.3270 0.8813 0.000
H -1.9167 -4.6540 -1.9539 0.000
H -1.0243 -5.7953 -0.9396 0.000
H -0.4291 -4.1349 -1.1548 0.000
H -1.9634 -4.7877 2.8632 0.000
H -0.7011 -3.6759 2.3230 0.000
H -0.6385 -5.3800 1.8576 0.000
N 2.1039 -3.4402 0.7179 0.000
C 1.2300 -2.4063 0.9117 0.000
N 1.3151 -1.7848 2.1181 0.002
O 0.3933 -2.1078 0.0610 0.000
H 2.7559 -3.7349 1.4195 0.000
H 2.0065 -3.9950 -0.1111 0.000
H 2.1715 -1.8887 2.6364 0.000
H 1.0075 -0.8242 2.0758 0.000
```


# C36H58BNO10S8

A 6-piece molecular cluster, C36H58BNO10S8 overall (ωB97M-V/def2-TZVPD, OMol25).

Values from the calculation:
* highest occupied orbital energy: -0.3013 Eh
* HOMO-LUMO gap: 8.41 eV
* calculated total energy: -147594.1880 eV
* max |F|: 1.2 eV Å⁻¹

XYZ file:
```
114
Properties=species:S:1:pos:R:3:mulliken_charge:R:1
S 0.2503 -1.6112 2.2008 -0.153
C -0.5957 -1.7518 0.8186 -0.084
S -2.2551 -2.2388 0.9285 -0.199
C -2.8958 -2.0742 -0.7603 -0.055
C -4.3379 -2.6079 -0.8273 -0.833
C -5.3890 -1.4996 -1.0884 -0.406
B -6.0501 -1.6591 -2.4984 0.364
S -7.8114 -1.2160 -2.8446 -0.404
N -0.1618 -1.5284 -0.5223 1.501
C 0.3317 -0.1956 -0.8048 -0.410
C -0.3265 0.4956 -1.8173 0.182
C 0.0647 1.7686 -2.1957 -0.907
C 1.1276 2.3828 -1.5429 -0.730
C 1.7996 1.6909 -0.5383 -0.844
C 1.4132 0.4078 -0.1711 -0.711
C 0.6087 -2.5862 -1.1100 0.186
C 1.2338 -3.6050 -0.4044 -0.448
C 1.9241 -4.5987 -1.0862 -0.784
C 2.0066 -4.6150 -2.4679 -0.514
C 1.3845 -3.5941 -3.1806 -0.594
C 0.6965 -2.6037 -2.5044 -0.047
H -2.2724 -2.6045 -1.4727 0.317
H -2.8546 -1.0211 -1.0177 -0.030
H -4.5796 -3.0788 0.1244 0.328
H -4.4192 -3.3689 -1.5986 0.436
H -4.9546 -0.5041 -0.9840 0.392
H -6.1901 -1.5556 -0.3533 0.177
H -5.4128 -2.1263 -3.3922 -0.132
H -7.8530 0.0798 -2.5052 0.115
H -1.1498 0.0200 -2.3309 0.479
H -0.4684 2.2561 -2.9991 0.440
H 1.4072 3.3849 -1.8286 0.476
H 2.6257 2.1883 -0.0542 0.669
H 1.9437 -0.1060 0.6152 0.436
H 1.1761 -3.6435 0.6708 0.353
H 2.4004 -5.3958 -0.5348 0.388
H 2.5191 -5.3899 -3.0166 0.396
H 1.3967 -3.5660 -4.2591 0.416
H 0.1984 -1.8302 -3.0692 0.256
O -4.5597 -1.2555 3.5103 -0.712
S -4.6128 0.0730 2.9569 1.291
O -4.8342 0.2861 1.5459 -0.623
C -5.7944 1.0367 3.8944 -0.623
C -4.9742 1.6455 5.0267 -0.564
C -3.6627 2.1156 4.3816 -0.812
C -3.1545 0.9805 3.4826 -0.550
H -6.5974 0.3852 4.2334 0.417
H -6.1874 1.8045 3.2276 0.208
H -5.5076 2.4598 5.5086 0.279
H -4.7649 0.8852 5.7824 0.317
H -3.8539 3.0055 3.7779 0.295
H -2.9185 2.3824 5.1303 0.370
H -2.6353 1.3487 2.6011 0.350
H -2.5149 0.2863 4.0246 0.350
O -9.1046 1.0414 6.3149 -0.670
S -8.9293 2.3472 5.7345 1.238
O -7.7698 3.1498 6.0335 -0.694
C -9.1270 2.2141 3.9577 -0.548
C -10.6209 2.4148 3.7285 -0.760
C -11.0339 3.5757 4.6421 -0.673
C -10.4192 3.3128 6.0223 -0.658
H -8.7623 1.2463 3.6246 0.398
H -8.5445 3.0142 3.5010 0.350
H -10.8371 2.6254 2.6824 0.378
H -11.1645 1.5103 4.0095 0.324
H -10.6466 4.5131 4.2381 0.304
H -12.1165 3.6712 4.7089 0.339
H -10.1455 4.2312 6.5350 0.336
H -11.0781 2.7183 6.6520 0.354
O 5.9249 3.3856 -0.0387 -0.680
S 5.8945 2.1112 0.6365 1.239
O 5.1061 1.9160 1.8285 -0.668
C 5.4820 0.8434 -0.5592 -0.598
C 6.8324 0.4078 -1.1199 -0.962
C 7.7771 0.3037 0.0852 -0.118
C 7.5822 1.5695 0.9295 -0.675
H 4.8079 1.2564 -1.3064 0.478
H 4.9939 0.0303 -0.0219 0.292
H 6.7538 -0.5377 -1.6548 0.400
H 7.2047 1.1610 -1.8182 0.344
H 7.5183 -0.5775 0.6748 0.227
H 8.8124 0.1957 -0.2189 -0.003
H 7.7102 1.3804 1.9918 0.362
H 8.2471 2.3709 0.6140 0.369
O 10.3004 -1.5050 0.2645 -0.668
S 11.3214 -0.7369 0.9310 1.300
O 11.1132 0.6448 1.2831 -0.705
C 11.8615 -1.6471 2.3734 -0.775
C 12.9854 -2.5392 1.8554 -0.577
C 13.8255 -1.6569 0.9223 -0.617
C 12.8532 -0.9041 0.0047 -0.745
H 11.0206 -2.1988 2.7868 0.390
H 12.2305 -0.9228 3.0989 0.378
H 13.5791 -2.9449 2.6729 0.350
H 12.5664 -3.3775 1.2948 0.296
H 14.3996 -0.9429 1.5158 0.299
H 14.5348 -2.2441 0.3414 0.321
H 13.2145 0.0875 -0.2553 0.388
H 12.6307 -1.4676 -0.8992 0.366
O -2.3238 2.4514 -5.4387 -0.678
S -2.3300 1.0125 -5.3730 1.072
O -2.7197 0.3192 -4.1699 -0.584
C -3.2751 0.3796 -6.7526 -0.764
C -2.2479 0.2330 -7.8717 -0.600
C -0.9986 -0.3754 -7.2182 -0.754
C -0.7307 0.4042 -5.9235 -0.105
H -4.0816 1.0711 -6.9841 0.423
H -3.6817 -0.5871 -6.4569 0.335
H -2.6270 -0.3910 -8.6794 0.364
H -2.0080 1.2139 -8.2876 0.298
H -1.1860 -1.4253 -6.9843 0.313
H -0.1362 -0.3370 -7.8818 0.350
H -0.3053 -0.2221 -5.1427 -0.091
H -0.0913 1.2679 -6.0947 0.385
```


max |F| of number 1 (C36H58AsN7O3PRbS3Si3)? 0.9 eV Å⁻¹


max |F| of number 1 (C36H58AsN7O3PRbS3Si3)? 0.9 eV Å⁻¹


Among the records above, which one has the lowest calculated total energy? C36H58AsN7O3PRbS3Si3